Record 1
The following is a DFT calculation (ωB97M-V with the def2-TZVPD basis set) of 6 unconnected molecules or ions with the total composition C51H93ClF3IN6O11S.

```
! RIJCOSX wB97M-V def2-TZVPD def2/J DEFGRID3
* xyz 0 1
C -0.58333 5.23624 -6.21038
C 0.00415 4.27141 -5.09890
C -0.84070 2.93294 -5.01515
I -2.99314 3.28977 -4.80487
C -0.28886 1.93374 -3.96569
C 0.19537 0.65237 -4.47017
C 0.78308 -0.37281 -3.62026
C 1.25183 -1.69976 -4.32261
C -0.05166 -2.63919 -4.36063
C -0.81181 -2.60342 -5.74162
C -2.08127 -1.66932 -5.77724
S -3.66825 -2.51495 -5.36244
O -4.41630 -1.58088 -4.50971
O -4.48034 -2.73359 -6.56466
Cl -3.37814 -4.22583 -4.24718
C 0.90064 -0.11919 -2.19700
C 0.37536 1.15803 -1.65327
C -0.21236 2.18383 -2.51104
C -0.72563 3.55419 -1.92907
N -1.75501 3.38807 -0.89990
C 0.51002 1.30004 -0.09319
O 0.79600 2.33270 0.45643
C 0.28602 -0.04523 0.69282
C -0.43746 -0.15960 1.95666
O -1.04621 0.94531 2.57484
C -2.43981 0.52124 2.81638
C -3.44526 1.71747 2.86118
C -3.24539 2.75541 1.66750
C -4.95161 1.21502 2.72018
C -5.23605 0.54277 1.31392
C -6.38614 1.24797 0.47686
C -5.63258 -0.99448 1.48610
C -0.53619 -1.48240 2.62123
C 0.02551 -2.69304 2.06746
C 0.72306 -2.59607 0.78915
C 1.34344 -3.87638 0.13808
O 2.62739 -4.07856 0.82340
C 3.42647 -4.93231 0.12320
F 2.84073 -6.14594 -0.13726
F 3.95387 -4.37556 -1.01534
F 4.51243 -5.20430 0.93014
C 0.83808 -1.30932 0.14147
C 1.56306 -1.15315 -1.23515
O 2.57100 -1.75892 -1.50715
H -1.03919 6.14274 -5.74112
H 0.27910 5.56919 -6.85688
H -1.28315 4.69248 -6.89667
H 0.15749 4.76331 -4.11087
H 1.02889 3.95090 -5.45071
H -0.73345 2.45308 -6.02777
H 0.13795 0.46046 -5.56557
H 2.03471 -2.22905 -3.73442
H 1.53926 -1.46861 -5.37739
H -0.76711 -2.33920 -3.54203
H 0.21732 -3.70703 -4.15591
H -0.15170 -2.32662 -6.61134
H -1.17283 -3.64960 -5.94581
H -2.02905 -0.77154 -5.11527
H -2.22624 -1.27750 -6.82402
H -1.18775 4.17388 -2.74519
H 0.18003 4.12703 -1.58856
H -1.34520 3.21438 0.01793
H -2.28821 4.25806 -0.79486
H -2.71357 -0.10062 1.91578
H -2.55030 -0.07445 3.75884
H -3.30361 2.28150 3.82796
H -2.82940 2.14966 0.81688
H -2.59452 3.61837 1.94635
H -4.25449 3.09749 1.30024
H -5.65280 2.07120 2.92742
H -5.13220 0.45117 3.53159
H -4.32682 0.52399 0.64771
H -5.97131 1.52362 -0.53531
H -7.16785 0.46828 0.26083
H -6.82076 2.16052 0.95024
H -4.70673 -1.62195 1.64328
H -6.06528 -1.36730 0.51332
H -6.37533 -1.13381 2.31263
H -1.08459 -1.55352 3.58817
H -0.08129 -3.68288 2.56186
H 1.47144 -3.76528 -0.96412
H 0.73127 -4.78708 0.35263
C -2.74085 4.35243 7.55680
O -2.55382 3.33081 6.59334
C -1.19883 3.09771 6.23196
C -0.42367 2.19984 7.21359
C -0.00914 2.91260 8.49636
N -1.18849 0.99780 7.56500
H -2.01585 5.16317 7.44291
H -2.69203 3.93724 8.56573
H -3.74264 4.76340 7.41953
H -1.23906 2.58210 5.26697
H -0.67617 4.04601 6.05472
H 0.49504 1.88514 6.70842
H -0.83912 3.04156 9.19228
H 0.75511 2.33276 9.01842
H 0.41307 3.89746 8.28037
H -1.37592 0.46970 6.71555
H -2.11232 1.30374 7.86724
C 4.78579 -1.66583 11.44091
O 3.57233 -0.97110 11.66882
C 3.54794 0.35746 11.16777
C 3.23217 0.46715 9.66407
C 4.40939 0.09844 8.76577
N 2.07522 -0.35499 9.29262
H 5.65474 -1.00367 11.49022
H 4.75416 -2.18095 10.47852
H 4.88714 -2.42667 12.21683
H 2.74553 0.86054 11.71623
H 4.47614 0.88425 11.42350
H 2.98627 1.51479 9.46005
H 4.56849 -0.97864 8.70574
H 4.23109 0.44985 7.74740
H 5.33361 0.56308 9.11919
H 1.26569 -0.03737 9.82187
H 2.24377 -1.29381 9.65054
C 2.21255 8.34363 -5.54818
O 2.80803 7.11700 -5.16205
C 3.74787 7.22206 -4.10097
C 3.11979 7.26477 -2.69548
C 2.50009 8.61431 -2.34446
N 2.10691 6.21793 -2.52683
H 2.90689 9.18377 -5.46052
H 1.31200 8.53123 -4.95940
H 1.90863 8.25458 -6.59272
H 4.36246 6.31896 -4.16634
H 4.42434 8.07001 -4.26539
H 3.92353 7.08215 -1.97506
H 1.53909 8.77378 -2.83478
H 2.32203 8.67904 -1.26919
H 3.16659 9.43566 -2.61965
H 2.54965 5.31110 -2.66314
H 1.46339 6.29248 -3.31300
C -1.26111 -6.30873 4.35508
O -0.88813 -6.29862 2.98683
C -0.10133 -7.41156 2.58101
C -0.91005 -8.68394 2.26739
C -1.39603 -9.41965 3.51274
N -2.06259 -8.39426 1.40636
H -0.48452 -6.74305 4.99023
H -2.20420 -6.84232 4.48764
H -1.42370 -5.27495 4.66620
H 0.39693 -7.09542 1.65877
H 0.69370 -7.60921 3.31043
H -0.24451 -9.36601 1.72869
H -2.25088 -8.93052 3.98085
H -1.71288 -10.43158 3.25299
H -0.59863 -9.50290 4.25561
H -1.72642 -7.99631 0.53207
H -2.57868 -7.62840 1.83652
C 0.17561 -2.35981 -10.18024
O 1.06394 -2.48115 -9.08108
C 2.02962 -3.51606 -9.21416
C 3.25882 -3.13709 -10.06119
C 2.98630 -3.13204 -11.56255
N 3.80220 -1.83061 -9.67233
H -0.05843 -3.32861 -10.62921
H 0.58929 -1.68257 -10.92989
H -0.75214 -1.91562 -9.81448
H 2.37525 -3.72431 -8.19655
H 1.55970 -4.43864 -9.57679
H 4.02646 -3.89501 -9.87505
H 2.42989 -2.25099 -11.88393
H 3.92713 -3.13220 -12.11628
H 2.42545 -4.02087 -11.86266
H 4.07855 -1.86883 -8.69352
H 3.03000 -1.16615 -9.67857
*
```

Properties
Gap between HOMO and LUMO: 8.2 eV
Largest force on an atom: 5.83 eV/A

Record 2
The following is a DFT calculation (ωB97M-V with the def2-TZVPD basis set) of 2 unconnected molecules or ions with the total composition C2ClN5.

```
! RIJCOSX wB97M-V def2-TZVPD def2/J DEFGRID3
* xyz 0 1
C -0.69161 1.37201 0.02771
C 1.89698 -0.52220 0.12457
N -0.31142 2.37155 0.34446
N 1.07932 -1.36386 0.21466
N -1.44960 0.36951 -0.39458
N -2.01481 -1.87693 -0.13771
N -1.65973 -0.83644 -0.22634
Cl 3.15088 0.48635 0.04723
*
```

Properties
Gap between HOMO and LUMO: 10.9 eV
Largest force on an atom: 6.30 eV/A

Record order is preserved below.
HOMO energy: -9.046 -10.545 eV
Record order is preserved below.
Molecular weight: 1217.75 129.51 g mol⁻¹
Record order is preserved below.
Lowest unoccupied orbital energy: -0.032 0.013 Eh